12
Properties=species:S:1:pos:R:3:forces:R:3 method="wB97M-V/def2-TZVPD" lumo_ev=0.83 gap_ha=0.3955 charge=0 de_lowest_kcal_mol=33.5
C -1.2931 -0.3743 1.0524 -1.311 1.680 0.072
C -0.4928 0.4269 -0.0398 -0.307 1.579 -1.079
C 1.0159 0.4870 -0.2955 -1.675 -1.676 0.981
N 1.5376 -0.5834 -0.9632 0.955 -0.516 -1.491
O 1.7555 1.3399 0.1345 -0.020 0.436 0.309
H -1.9656 0.4112 1.6771 2.089 -1.964 -0.916
H -0.5846 -1.0063 1.6157 -0.821 0.348 0.196
H -2.1114 -0.9847 0.5501 1.396 0.431 0.562
H -0.9222 0.1206 -0.9895 -0.016 -0.030 -0.343
H -0.5996 1.5251 -0.0409 -1.065 -0.347 0.611
H 1.1224 -1.0364 -1.8621 1.208 1.353 2.542
H 2.5381 -0.3255 -0.8386 -0.432 -1.295 -1.444